C47H44BrF5GdN5O5S2Te as an isolated structure. Source: OMol25; level of theory: wB97M-V/def2-TZVPD.

Geometry (Å):
Gd 2.30 -8.73 23.95
C 5.08 -8.24 24.31
C 4.86 -9.59 24.67
C 4.60 -10.28 23.51
C 4.62 -9.39 22.42
C 4.90 -8.11 22.89
C 5.11 -6.89 22.07
C 4.47 -9.92 21.04
C 4.51 -11.77 23.42
C 5.02 -10.17 26.04
C 5.64 -7.14 25.18
H 6.19 -6.68 22.12
H 4.63 -6.04 22.55
H 4.82 -6.93 21.01
H 5.36 -10.44 20.64
H 4.34 -9.12 20.28
H 3.61 -10.60 20.92
H 5.36 -12.14 22.86
H 3.58 -12.12 22.91
H 4.51 -12.13 24.44
H 4.11 -10.56 26.53
H 5.37 -9.42 26.78
H 5.82 -10.92 26.07
H 5.41 -7.35 26.23
H 5.33 -6.15 24.85
H 6.73 -7.12 25.13
O -3.72 -10.68 22.92
C -3.02 -9.54 22.97
C -2.03 -9.12 22.06
C -1.45 -7.88 22.30
N -1.76 -7.06 23.32
C -2.64 -7.56 24.18
Br -2.76 -6.71 25.84
C -3.33 -8.73 24.08
H -3.20 -11.43 22.74
H -1.73 -9.69 21.20
H -0.77 -7.50 21.54
H -4.02 -9.01 24.85
N -1.47 -13.02 14.49
C -1.06 -12.61 15.50
C -0.58 -12.13 16.81
C -1.33 -12.38 17.95
C -0.98 -11.78 19.15
C 0.30 -11.13 19.24
C 1.14 -11.12 18.12
C 0.66 -11.52 16.94
C 0.79 -10.49 20.52
C 0.84 -11.35 21.62
C 0.52 -12.75 21.65
C 0.80 -13.17 22.90
C 1.18 -12.05 23.62
N 1.23 -10.94 22.88
C 1.16 -9.15 20.51
C 1.14 -8.29 19.37
C 1.75 -7.16 19.75
C 2.12 -7.33 21.10
N 1.77 -8.50 21.55
H -2.32 -12.79 17.84
H -1.62 -11.79 20.07
H 2.10 -10.63 18.21
H 1.31 -11.42 16.07
H 0.14 -13.35 20.84
H 0.64 -14.11 23.37
H 1.42 -12.11 24.67
H 0.59 -8.42 18.51
H 1.81 -6.22 19.21
H 2.52 -6.56 21.75
Te 2.11 -5.54 24.32
C 1.78 -4.43 22.60
C 0.71 -4.40 21.75
C 0.78 -3.36 20.84
C 1.80 -2.53 21.01
S 2.83 -3.08 22.28
H -0.03 -5.19 21.81
H 0.02 -3.16 20.09
H 2.04 -1.66 20.46
C 6.53 -6.07 28.53
C 5.08 -6.35 28.60
C 4.61 -7.48 29.30
C 3.27 -7.58 29.62
C 2.39 -6.59 29.14
C 2.82 -5.62 28.25
C 4.17 -5.47 27.99
S 0.71 -6.61 29.66
O 0.64 -7.33 30.90
O 0.34 -5.25 29.60
N -0.22 -7.44 28.52
C -0.26 -8.94 28.58
C -0.23 -9.58 27.24
C 0.92 -9.15 26.37
O 1.80 -10.00 26.09
O 0.90 -8.00 25.88
H 7.22 -6.88 28.34
H 6.87 -5.68 29.56
H 6.76 -5.26 27.86
H 5.32 -8.14 29.73
H 2.86 -8.38 30.19
H 2.10 -4.94 27.80
H 4.45 -4.77 27.21
H 0.07 -7.09 27.61
H -1.17 -9.28 29.04
H 0.57 -9.28 29.15
H -1.17 -9.27 26.79
H -0.33 -10.62 27.37
F -2.21 -12.64 23.11
C -1.87 -12.78 24.52
F -2.12 -11.49 25.02
C -2.99 -13.63 25.05
F -3.03 -13.61 26.36
F -2.75 -14.91 24.64
F -4.32 -13.46 24.69

2S+1: 8
energy: -7370.87805 hartree
gap between HOMO and LUMO (spin up / spin down): 5.0 / 5.8 eV
LUMO level (spin up / spin down): 2.586 / 3.350 eV
<S²>: 16.03
net charge: -2

A 2-piece molecular cluster, C2H4ClN2 overall. Source: OMol25; level of theory: wB97M-V/def2-TZVPD.

Geometry (Å):
C 0.18 -1.90 0.35
C -1.75 -0.45 -0.01
N -0.86 -1.22 0.20
N -0.65 1.90 -0.06
Cl -3.26 0.18 -0.19
H 0.28 -2.41 1.30
H 0.71 -2.26 -0.51
H 0.19 1.43 -0.34
H -0.60 2.16 0.89

energy: -647.83838 hartree
gap between HOMO and LUMO (spin up / spin down): 8.6 / 9.1 eV
LUMO level (spin up / spin down): -7.042 / -5.692 eV
energy relative to the best compared isomer or geometry (same formula, charge and spin): 103.9 kcal/mol
net charge: +1

A 3-piece molecular cluster, C27H43Cl2N2O7S overall. Source: OMol25; level of theory: wB97M-V/def2-TZVPD.

Geometry (Å):
C 4.25 2.23 2.91
C 3.01 3.21 2.69
C 2.42 3.58 4.12
C 0.91 4.03 4.11
C -0.05 3.11 5.00
N -0.87 2.25 4.10
C -0.17 1.41 3.26
C -0.79 0.50 2.32
C 0.12 -0.43 1.46
C 0.44 -1.70 2.39
C 1.95 -2.19 2.27
S 2.97 -1.33 3.57
C -2.25 0.50 2.23
C -3.05 -0.41 1.27
C -3.81 0.37 0.12
C -3.22 1.79 -0.21
Cl -3.73 -0.66 -1.39
C -2.99 1.41 3.14
N -4.43 1.38 3.01
C -5.03 2.71 2.71
C -5.10 0.69 4.10
C -4.50 0.39 5.51
O -6.22 0.28 3.87
C -2.25 2.26 4.09
Cl -3.14 3.32 5.22
H 5.13 2.58 2.31
H 4.02 1.19 2.55
H 4.57 2.17 3.98
H 2.26 2.70 2.03
H 3.36 4.12 2.15
H 2.63 2.70 4.78
H 3.07 4.42 4.50
H 0.88 5.08 4.51
H 0.55 4.11 3.05
H 0.64 2.42 5.56
H -0.63 3.68 5.75
H 0.94 1.43 3.31
H -0.47 -0.72 0.56
H 1.10 0.04 1.20
H -0.28 -2.54 2.19
H 0.30 -1.39 3.46
H 2.31 -1.93 1.24
H 2.02 -3.28 2.50
H 3.17 -2.22 4.59
H -3.84 -0.93 1.89
H -2.39 -1.22 0.88
H -4.87 0.50 0.44
H -3.48 2.50 0.62
H -3.74 2.18 -1.12
H -2.11 1.78 -0.32
H -5.94 2.61 2.07
H -4.29 3.43 2.28
H -5.39 3.14 3.69
H -3.42 0.13 5.46
H -4.71 1.20 6.26
H -5.05 -0.51 5.90
C -2.32 -2.99 -4.41
C -1.11 -2.17 -4.79
C -0.40 -2.66 -6.02
O 0.93 -2.18 -5.80
C 1.10 -2.10 -4.46
O 2.15 -1.92 -3.92
O -0.08 -2.27 -3.80
H -2.76 -2.60 -3.49
H -3.08 -2.96 -5.20
H -2.05 -4.03 -4.22
H -1.39 -1.11 -4.89
H -0.82 -2.26 -6.94
H -0.36 -3.75 -6.09
C 4.63 -3.01 -5.74
C 4.98 -2.94 -7.21
C 4.63 -1.63 -7.86
O 4.47 -2.01 -9.23
C 4.07 -3.32 -9.22
O 3.66 -3.90 -10.17
O 4.20 -3.86 -7.98
H 4.87 -3.99 -5.34
H 5.18 -2.26 -5.17
H 3.56 -2.86 -5.58
H 6.04 -3.19 -7.36
H 5.42 -0.88 -7.75
H 3.69 -1.21 -7.51

energy: -3009.09778 hartree
gap between HOMO and LUMO: 7.6 eV
LUMO level: -4.255 eV
net charge: +1